No. 1
The following is a quantum chemistry calculation of 2 unconnected molecules or ions with the total composition C4H9NO at a distorted geometry, from the OMol25 dataset.

Properties
Total energy in eV: -7820.23468
Net charge: +1
2S+1: 2
Energy above the lowest of the compared OMol25 structures with the same formula, charge and spin in eV: 3.060

Last column: Mulliken spin population.
Cartesian coordinates (Å):
C1 0.805 0.665 -0.633  0.0137
C2 -0.132 -0.451 -1.258  0.2192
C3 0.273 -1.167 -2.371  0.4810
C4 -1.775 -1.269 0.170  0.0042
N1 -1.509 -0.456 -0.763  0.1848
H1 1.818 0.578 -1.177  0.0003
H2 0.605 1.638 -0.785  0.0208
H3 0.976 0.496 0.448  0.0073
H4 -0.195 -2.025 -2.736  0.0349
H5 1.030 -0.648 -2.883  0.0349
H6 -0.946 -2.012 0.564  0.0014
H7 -2.642 -0.979 0.855  -0.0026
H8 1.248 1.550 3.768  0.0000
H9 0.073 2.487 3.440  0.0000
O1 0.371 1.595 3.364  0.0000


No. 2
The following is a quantum chemistry calculation of 3 unconnected molecules or ions with the total composition C4H9NO2 at a distorted geometry, from the OMol25 dataset.

Properties
Total energy in eV: -9877.01429
Net charge: -1
2S+1: 2
Energy above the lowest of the compared OMol25 structures with the same formula, charge and spin in eV: 1.672

Last column: Mulliken spin population.
Cartesian coordinates (Å):
C1 -1.390 -1.009 -1.770  -0.0984
C2 -0.611 0.214 -1.689  0.3797
N1 0.221 0.089 -0.619  0.3316
C3 0.177 -1.240 -0.227  0.9425
C4 -0.781 -1.933 -0.968  0.0831
H1 -2.284 -0.949 -2.479  -0.0310
H2 -0.701 1.077 -2.275  -0.1682
H3 1.009 0.741 -0.523  -0.2442
H4 0.716 -1.693 0.596  -0.6041
H5 -1.157 -2.929 -0.603  -0.0573
H6 -0.338 1.043 1.806  -0.0766
H7 -1.158 0.743 2.992  -0.1780
O1 -0.612 1.385 2.664  0.4683
H8 1.728 1.703 1.769  0.1583
H9 3.064 1.186 1.394  -0.5560
O2 2.263 1.398 1.033  0.6504


No. 3
The following is a quantum chemistry calculation of a gas-phase ion, C4H9NO2 (charge -2) at a distorted geometry, from the OMol25 dataset.

Properties
Structure (SMILES): N[C@@H](C[O-])CC[O-]
Total energy in eV: -9874.89561
Net charge: -2
2S+1: 1
Energy above the lowest of the compared OMol25 structures with the same formula, charge and spin in eV: 0.455

Last column: Mulliken charge in e.
Cartesian coordinates (Å):
N1 1.591 -0.260 0.634  -0.7799
C1 0.482 0.315 -0.144  0.2980
C2 0.825 0.385 -1.674  -0.6416
O1 2.039 0.913 -1.947  -0.9230
C3 -0.840 -0.441 0.106  -0.7313
C4 -1.443 -0.378 1.537  -0.4813
O2 -2.782 -0.499 1.622  -0.9334
H1 1.488 -1.262 0.460  0.3226
H2 2.393 -0.040 0.025  0.3731
H3 0.175 1.349 0.061  0.2182
H4 0.788 -0.695 -2.016  0.0925
H5 -0.089 0.885 -2.086  0.2187
H6 -0.858 -1.469 -0.261  0.3741
H7 -1.555 0.218 -0.374  0.2393
H8 -0.839 -0.932 2.314  0.2284
H9 -1.029 0.627 1.915  0.1256


No. 4
The following is a quantum chemistry calculation of C4H9NO2 in the gas phase at a distorted geometry, from the OMol25 dataset.

Properties
Structure (SMILES): C[C@@H](O)CC(N)=O
Total energy in eV: -9879.24304
Net charge: 0
2S+1: 1
Energy above the lowest of the compared OMol25 structures with the same formula, charge and spin in eV: 0.818

Last column: Mulliken charge in e.
Cartesian coordinates (Å):
C1 -2.218 -0.042 -0.322  -1.3866
C2 -0.750 0.114 -0.717  0.4823
O1 -0.317 1.446 -0.485  -0.5580
C3 0.166 -0.785 0.122  -0.5286
C4 1.677 -0.350 0.097  0.1000
N1 2.138 0.375 1.183  -0.3612
O2 2.450 -0.713 -0.770  -0.5880
H1 -2.363 0.130 0.751  0.3567
H2 -2.583 -1.051 -0.558  0.3452
H3 -2.841 0.672 -0.870  0.3492
H4 -0.661 -0.126 -1.791  0.2070
H5 0.653 1.359 -0.525  0.4163
H6 -0.169 -0.731 1.162  0.3250
H7 0.081 -1.825 -0.222  0.3491
H8 3.142 0.454 1.276  0.2354
H9 1.592 1.071 1.670  0.2563


No. 5
The following is a quantum chemistry calculation of C4H9NO2 in the gas phase, from the OMol25 dataset.

Properties
Structure (SMILES): C[C@@H](O)CC(N)=O
Total energy in eV: -9879.61336
Net charge: 0
2S+1: 1
Energy above the lowest of the compared OMol25 structures with the same formula, charge and spin in eV: 0.447

Last column: Mulliken charge in e.
Cartesian coordinates (Å):
C1 -2.070 -0.054 -0.435  -1.3053
C2 -0.574 0.223 -0.468  0.5282
O1 -0.304 1.487 0.146  -0.5719
C3 0.205 -0.835 0.305  -0.7930
C4 1.724 -0.762 0.214  0.3990
N1 2.245 0.467 0.505  -0.3776
O2 2.406 -1.741 -0.028  -0.6260
H1 -2.426 -0.017 0.600  0.3183
H2 -2.301 -1.038 -0.854  0.3555
H3 -2.617 0.700 -1.014  0.3721
H4 -0.216 0.234 -1.509  0.2579
H5 -0.682 2.178 -0.411  0.3262
H6 -0.052 -0.730 1.369  0.3616
H7 -0.092 -1.835 -0.018  0.3073
H8 3.151 0.493 0.938  0.2219
H9 1.603 1.231 0.659  0.2257


No. 6
The following is a quantum chemistry calculation of C4H9NO2 in the gas phase at a distorted geometry, from the OMol25 dataset.

Properties
Structure (SMILES): CC(=O)NCCO
Total energy in eV: -9877.94554
Net charge: 0
2S+1: 1
Energy above the lowest of the compared OMol25 structures with the same formula, charge and spin in eV: 2.115

Last column: Mulliken charge in e.
Cartesian coordinates (Å):
C1 -0.375 2.060 0.652  -1.1748
C2 -0.094 1.728 -0.725  0.7327
O1 0.377 2.457 -1.609  -0.6472
N1 -0.276 0.393 -0.980  -0.2309
C3 -0.324 -0.739 0.090  -0.3514
C4 0.757 -1.753 -0.145  -0.2568
O2 0.367 -2.923 0.490  -0.4952
H1 0.548 1.870 1.189  0.3132
H2 -1.160 1.412 1.091  0.3560
H3 -0.544 3.142 0.876  0.3186
H4 0.159 0.221 -1.871  0.2619
H5 -1.440 -1.110 0.133  0.2077
H6 -0.195 -0.190 1.122  0.1959
H7 1.025 -1.879 -1.215  0.2558
H8 1.785 -1.638 0.375  0.1941
H9 -0.609 -3.053 0.527  0.3202